(1)
The following is a DFT calculation (ωB97M-V/def2-TZVPD) of C2H2OS3 in the gas phase at a distorted geometry.

```
8
Properties=species:S:1:pos:R:3:mulliken_spin:R:1
C 0.23 0.88 0.08 0.2298
C -0.75 -0.13 -0.14 -0.0416
O -2.23 -2.21 -0.02 0.3374
S 1.91 1.22 0.10 0.2352
S 3.46 -0.05 -0.06 0.7236
S -0.84 -1.83 0.04 0.5147
H -0.06 1.95 0.23 0.0019
H -1.70 0.18 -0.23 -0.0009
```

Properties
**2S+1**: 3
**⟨S²⟩**: 2.015
**Kohn-Sham gap (spin up / spin down)**: 8.21 / 6.69 eV
**Electronic energy**: -1347.0769 Eh
**Total charge**: 0
**Highest occupied orbital energy (spin up / spin down)**: -7.9 / -9.7 eV
**ΔE to the lowest compared entry with this formula, charge and spin**: 21.38 kJ/mol

***

(2)
The following is a DFT calculation (ωB97M-V/def2-TZVPD) of C9H16O in the gas phase at a distorted geometry.

```
26
Properties=species:S:1:pos:R:3:lowdin_charge:R:1
C -0.19 1.03 -1.68 0.0511
C 0.22 0.12 -0.82 -0.1528
C 2.03 -0.24 -1.05 -0.2954
C 3.00 0.93 -0.97 -0.0333
O 2.46 -1.36 -1.28 0.0489
C -0.15 -0.51 0.41 -0.4597
C 0.30 -1.96 0.62 -0.0681
C 0.13 0.33 1.65 -0.0472
C -2.01 -0.63 0.20 -0.1324
C -2.84 0.62 0.33 -0.1359
H 0.47 1.46 -2.43 0.0626
H -1.14 1.55 -1.63 0.0480
H 2.53 1.80 -1.44 0.0663
H 3.19 1.17 0.09 0.0835
H 3.94 0.75 -1.50 0.0822
H 0.11 -2.57 -0.27 0.0946
H 1.33 -2.01 0.98 0.0815
H -0.27 -2.42 1.44 0.0798
H 1.20 0.28 1.89 0.0829
H -0.15 1.37 1.52 0.0820
H -0.43 -0.06 2.51 0.0902
H -2.22 -1.17 -0.72 0.0969
H -2.25 -1.31 1.02 0.0810
H -2.50 1.26 1.15 0.0677
H -3.89 0.38 0.55 0.0739
H -2.87 1.20 -0.60 0.0516
```

Properties
**2S+1**: 1
**SMILES string**: C=C(C(C)=O)C(C)(C)CC
**Kohn-Sham gap**: 9.24 eV
**Electronic energy**: -427.6621 Eh
**Total charge**: 0
**Highest occupied orbital energy**: -8.4 eV
**ΔE to the lowest compared entry with this formula, charge and spin**: 217.08 kJ/mol

***

(3)
The following is a DFT calculation (ωB97M-V/def2-TZVPD) of a molecular structure, C26H67CdN4O10 at a distorted geometry.

```
108
Properties=species:S:1:pos:R:3:lowdin_charge:R:1
Cd -13.40 20.67 4.62 0.7570
C -13.27 13.42 7.22 -0.0458
C -12.94 14.24 5.90 -0.2591
O -13.30 15.60 5.96 0.0546
H -12.35 13.22 7.77 0.0746
H -13.66 12.42 7.04 0.0768
H -13.90 14.00 7.89 0.0774
H -13.39 13.82 5.00 0.1598
H -11.95 13.98 5.53 0.1538
O -20.75 14.61 8.12 -0.0539
H -19.80 14.46 8.07 0.0236
H -21.08 13.88 8.65 0.0303
C -8.36 22.30 -0.71 -0.0637
O -8.03 20.85 -0.82 -0.2103
C -6.71 20.51 -1.18 -0.2151
C -6.26 18.97 -1.08 -0.1714
N -6.18 18.50 0.30 -0.0970
C -6.11 17.08 0.41 -0.2580
C -5.68 16.62 1.72 -0.2415
O -4.95 15.38 1.79 -0.1806
C -5.76 14.14 1.65 -0.0684
H -8.05 22.85 -1.60 0.0774
H -7.93 22.71 0.20 0.0790
H -9.42 22.56 -0.69 0.0727
H -6.11 21.04 -0.44 0.1039
H -6.42 20.97 -2.12 0.1115
H -5.26 18.93 -1.51 0.1129
H -6.95 18.30 -1.60 0.1167
H -5.41 19.02 0.71 0.1095
H -5.38 16.82 -0.36 0.1281
H -7.11 16.68 0.20 0.1253
H -6.47 16.64 2.47 0.1220
H -5.10 17.42 2.17 0.1191
H -6.33 13.87 2.53 0.0744
H -5.12 13.27 1.51 0.0806
H -6.41 14.20 0.77 0.0778
C -17.11 20.94 5.25 -0.1977
O -16.59 20.87 3.99 -0.3060
C -17.47 20.25 2.96 -0.1470
C -17.10 20.47 1.48 -0.2295
N -15.75 19.97 1.23 -0.0772
C -15.34 19.85 -0.20 -0.1631
C -15.58 21.01 -1.19 -0.2085
O -15.46 20.64 -2.55 -0.2156
C -15.23 21.58 -3.56 -0.0975
H -18.11 21.37 5.23 0.0910
H -16.69 21.76 5.83 0.0814
H -17.06 20.01 5.82 0.0908
H -18.42 20.78 2.90 0.1219
H -17.58 19.17 3.06 0.1224
H -17.17 21.55 1.35 0.1197
H -17.72 19.98 0.72 0.1278
H -15.94 19.04 1.57 0.0918
H -15.99 19.03 -0.49 0.1161
H -14.31 19.50 -0.28 0.1172
H -14.86 21.82 -1.08 0.1244
H -16.63 21.28 -1.09 0.1157
H -14.16 21.75 -3.46 0.0913
H -15.78 22.49 -3.34 0.0834
H -15.58 21.31 -4.56 0.0930
C -11.20 18.21 12.81 -0.1235
O -9.94 18.71 12.40 -0.1824
C -8.80 17.85 12.54 -0.2254
C -7.68 18.47 11.84 -0.2311
N -7.94 18.73 10.36 -0.0246
C -6.63 19.08 9.73 -0.1818
C -5.60 18.01 9.96 -0.2433
O -6.09 16.71 10.06 -0.2031
C -5.45 15.59 9.62 -0.1214
H -11.53 17.33 12.25 0.0780
H -12.06 18.87 12.74 0.0789
H -11.21 18.00 13.88 0.0808
H -9.01 16.90 12.04 0.1218
H -8.58 17.62 13.58 0.1300
H -6.80 17.91 12.12 0.1137
H -7.44 19.42 12.33 0.1235
H -8.21 17.79 10.12 0.0821
H -6.42 20.02 10.25 0.1162
H -6.74 19.34 8.68 0.1104
H -4.77 18.21 10.64 0.1266
H -5.05 17.99 9.02 0.1090
H -5.10 15.02 10.49 0.0911
H -4.58 15.79 9.00 0.0873
H -6.11 14.98 8.99 0.0872
C -14.09 6.05 8.04 -0.0821
O -14.16 6.22 6.63 -0.1986
C -15.41 6.10 6.05 -0.2621
C -15.12 6.22 4.57 -0.2240
N -16.27 6.41 3.72 -0.0581
C -17.11 5.25 3.68 -0.2236
C -18.27 5.38 2.70 -0.2649
O -17.74 5.17 1.49 -0.1775
C -18.56 5.58 0.48 -0.1420
H -14.73 6.78 8.52 0.0760
H -13.11 6.40 8.36 0.0912
H -14.49 5.06 8.26 0.0927
H -16.16 6.82 6.38 0.1262
H -15.86 5.12 6.22 0.1156
H -14.40 5.50 4.17 0.1324
H -14.61 7.17 4.44 0.1158
H -16.75 7.19 4.14 0.1087
H -17.55 4.98 4.64 0.1073
H -16.61 4.32 3.41 0.1314
H -18.65 6.40 2.82 0.1286
H -18.90 4.50 2.73 0.1367
H -18.14 5.28 -0.48 0.0945
H -18.60 6.66 0.39 0.0859
H -19.59 5.26 0.60 0.0899
```

Properties
**2S+1**: 1
**Kohn-Sham gap**: 1.37 eV
**Electronic energy**: -2169.0805 Eh
**Total charge**: +1
**Highest occupied orbital energy**: -10.0 eV
**ΔE to the lowest compared entry with this formula, charge and spin**: 1196.84 kJ/mol

***

(4)
The following is a DFT calculation (ωB97M-V/def2-TZVPD) of C4H7NO in the gas phase at a distorted geometry.

```
13
Properties=species:S:1:pos:R:3:lowdin_charge:R:1
C -0.21 -0.46 -0.61 0.0040
C -1.11 -1.55 -0.27 -0.0523
C -0.46 0.84 0.00 -0.5960
C 1.10 0.90 0.61 -0.1416
N 2.08 1.29 -0.07 0.1006
O -1.39 1.05 0.85 -0.1093
H 0.53 -0.52 -1.41 0.1231
H 2.90 1.50 0.51 0.0635
H -0.33 1.55 -0.86 0.1762
H 1.04 0.77 1.69 0.1255
H -2.14 -1.24 -0.51 0.1152
H -1.15 -1.63 0.82 0.1118
H -0.88 -2.50 -0.75 0.0794
```

Properties
**2S+1**: 1
**Kohn-Sham gap (spin up / spin down)**: 7.46 / 7.46 eV
**Electronic energy**: -286.4565 Eh
**Total charge**: 0
**Highest occupied orbital energy (spin up / spin down)**: -8.5 / -8.5 eV
**ΔE to the lowest compared entry with this formula, charge and spin**: 459.86 kJ/mol

***

(5)
The following is a DFT calculation (ωB97M-V/def2-TZVPD) of 9 unconnected molecules or ions with the total composition C5H28N2O9 at a distorted geometry.

```
44
Properties=species:S:1:pos:R:3:lowdin_charge:R:1
C 0.02 2.61 1.97 -0.0911
C 0.21 1.15 2.42 -0.1949
C 0.52 0.24 1.25 -0.3215
C 0.56 -1.25 1.67 -0.2150
N -0.78 -1.83 1.39 0.0046
N 1.73 0.60 0.55 0.0884
C 3.04 0.63 0.86 -0.3952
O 3.95 0.89 0.09 -0.0139
H -0.95 2.83 1.51 0.0763
H 0.74 2.89 1.18 0.0383
H 0.12 3.35 2.78 0.0731
H 1.08 1.12 3.08 0.1077
H -0.62 0.91 3.07 0.1099
H -0.32 0.20 0.56 0.1297
H 1.27 -1.90 1.15 0.0903
H 0.92 -1.31 2.70 0.1061
H -1.49 -1.16 1.61 0.0228
H -1.07 -2.72 1.77 0.0678
H 1.55 0.89 -0.40 0.1297
H 3.30 0.37 1.91 0.1477
O -0.63 1.61 -2.03 -0.0659
H -1.40 1.34 -1.51 -0.0127
H -0.23 2.47 -1.81 0.0244
O 1.57 3.83 -0.71 -0.0577
H 1.74 4.00 -1.66 0.0608
H 2.32 3.37 -0.34 0.0229
O -1.02 -2.78 -2.51 -0.0500
H -0.98 -3.10 -1.60 0.0595
H -0.16 -2.42 -2.79 0.0202
O -3.10 0.64 -0.93 -0.0984
H -3.98 1.00 -1.05 0.0717
H -3.07 -0.14 -1.58 0.0418
O 0.84 -1.27 -3.76 -0.0342
H 1.75 -1.20 -3.47 0.0593
H 0.35 -0.58 -3.28 0.0389
O -3.50 -1.23 1.11 -0.0936
H -4.44 -1.45 1.13 0.0471
H -3.38 -0.56 0.38 0.0033
O 3.74 -1.90 0.34 -0.0677
H 4.11 -2.69 -0.08 0.0419
H 4.52 -1.31 0.29 0.0420
O -3.28 -1.76 -1.83 -0.0989
H -3.14 -2.35 -1.08 0.0425
H -2.45 -2.02 -2.36 0.0421
```

Properties
**2S+1**: 1
**SMILES string**: CC[C@H](CN)NC=O.O.O.O.O.O.O.O.O
**Kohn-Sham gap**: 9.32 eV
**Electronic energy**: -993.9790 Eh
**Total charge**: 0
**Highest occupied orbital energy**: -9.0 eV
**ΔE to the lowest compared entry with this formula, charge and spin**: 241.31 kJ/mol

***

(6)
The following is a DFT calculation (ωB97M-V/def2-TZVPD) of 3 unconnected molecules or ions with the total composition C3H5NO2 at a distorted geometry.

```
11
Properties=species:S:1:pos:R:3:lowdin_charge:R:1
N -2.63 -0.80 -0.97 0.1176
C -1.54 -0.54 -0.64 -0.0042
O 0.70 -1.47 -0.94 -0.0599
C 1.52 -0.89 -0.27 -0.2069
C 0.37 1.05 1.22 -0.2001
O -0.82 1.09 1.01 -0.0567
H -3.60 -0.90 -1.18 0.0682
H 2.05 0.00 -0.65 0.0855
H 1.77 -1.22 0.75 0.0842
H 0.80 0.43 2.02 0.0857
H 1.08 1.66 0.62 0.0866
```

Properties
**2S+1**: 1
**Kohn-Sham gap**: 10.32 eV
**Electronic energy**: -322.4068 Eh
**Total charge**: 0
**Highest occupied orbital energy**: -9.9 eV
**ΔE to the lowest compared entry with this formula, charge and spin**: 439.86 kJ/mol

***

(7)
The following is a DFT calculation (ωB97M-V/def2-TZVPD) of 10 unconnected molecules or ions with the total composition C38H86BClN15O12 at a distorted geometry.

```
153
Properties=species:S:1:pos:R:3:lowdin_charge:R:1
C 0.07 7.47 2.11 -0.0889
C -0.93 6.80 3.08 -0.2323
C -0.40 6.74 4.53 -0.1731
C -0.53 5.30 5.02 -0.2105
N 0.62 4.62 4.43 0.0218
N 0.48 3.23 4.18 -0.0484
C -0.61 2.39 4.63 -0.1135
C -0.18 1.50 5.79 -0.7445
O -0.57 0.37 5.91 0.0609
Cl 0.89 2.22 7.01 0.6921
C 1.42 2.60 3.47 -0.2679
N 1.33 1.31 3.16 0.2180
C 2.37 0.96 2.42 -0.0742
B 2.66 -0.46 1.77 -0.4417
C 1.53 -1.21 1.00 0.0229
O 3.89 -1.00 1.85 0.1961
N 3.12 2.05 2.28 -0.0565
O 4.25 2.03 1.52 0.1244
N 2.58 3.08 2.95 0.1108
C 3.23 4.39 2.99 -0.1477
N 4.67 4.26 3.19 -0.1071
C 5.29 5.58 2.98 -0.0836
H 0.35 6.81 1.30 0.0303
H 0.97 7.75 2.64 0.0691
H -0.39 8.35 1.67 0.0776
H -1.10 5.79 2.70 0.0744
H -1.90 7.28 3.04 0.1095
H -1.03 7.38 5.15 0.1173
H 0.63 7.07 4.55 0.1048
H -1.50 4.95 4.68 0.1104
H -0.46 5.30 6.11 0.1187
H 0.78 5.07 3.53 0.0995
H -1.45 2.97 5.00 0.1271
H -1.00 1.77 3.83 0.1111
H 0.55 -0.99 1.41 0.0654
H 1.50 -0.85 -0.04 0.0787
H 1.75 -2.27 0.96 0.0736
H 3.96 -1.58 1.08 0.1167
H 5.02 1.91 2.10 0.1449
H 2.84 5.06 3.75 0.1231
H 3.09 4.88 2.03 0.1368
H 4.82 3.92 4.14 0.1188
H 4.88 6.30 3.69 0.0874
H 5.04 5.91 1.98 0.0832
H 6.37 5.50 3.03 0.0862
C -1.29 4.51 0.18 -0.3646
O -0.71 5.45 -0.33 0.0088
N -0.84 3.25 0.21 -0.1904
C -1.59 2.17 0.84 -0.0451
C 0.44 2.94 -0.42 -0.0178
H -2.27 4.63 0.68 0.1412
H -0.99 1.73 1.64 0.0600
H -1.82 1.40 0.10 0.0920
H -2.52 2.55 1.26 0.0940
H 1.23 3.53 0.05 0.0832
H 0.41 3.20 -1.47 0.0983
H 0.66 1.88 -0.31 0.0834
C 0.63 -4.83 3.12 -0.3731
O 0.34 -5.60 2.23 0.0067
N -0.24 -4.00 3.73 -0.1923
C 0.18 -3.10 4.79 -0.0605
C -1.64 -4.02 3.33 -0.0352
H 1.66 -4.73 3.50 0.1302
H -0.36 -3.32 5.71 0.0928
H -0.02 -2.07 4.50 0.0708
H 1.25 -3.21 4.97 0.0817
H -2.05 -5.01 3.47 0.0530
H -1.71 -3.76 2.27 0.0896
H -2.20 -3.30 3.92 0.0885
C 4.50 -2.70 -2.31 -0.3399
O 4.70 -3.19 -1.20 -0.0107
N 3.40 -2.88 -3.05 -0.1891
C 3.24 -2.24 -4.35 -0.0483
C 2.32 -3.71 -2.54 -0.0336
H 5.24 -2.05 -2.79 0.1200
H 2.37 -1.59 -4.34 0.0901
H 3.11 -3.01 -5.11 0.0924
H 4.12 -1.65 -4.59 0.0530
H 1.96 -3.32 -1.59 0.0766
H 2.69 -4.72 -2.37 0.0976
H 1.50 -3.75 -3.25 0.0834
C -4.07 1.21 -3.01 -0.3378
O -3.12 0.51 -2.68 -0.0083
N -4.06 2.55 -3.00 -0.1889
C -5.21 3.34 -3.40 -0.0438
C -2.84 3.21 -2.57 -0.0306
H -5.03 0.78 -3.35 0.1320
H -4.94 3.98 -4.24 0.0928
H -5.53 3.97 -2.57 0.0910
H -6.03 2.70 -3.69 0.0878
H -2.02 2.92 -3.22 0.1008
H -2.60 2.90 -1.56 0.0613
H -2.96 4.29 -2.60 0.0953
C -5.12 -2.65 -4.08 -0.3555
O -6.17 -3.16 -4.41 0.0136
N -4.03 -3.33 -3.66 -0.1947
C -2.81 -2.65 -3.29 -0.0565
C -4.10 -4.78 -3.57 -0.0431
H -4.96 -1.56 -4.11 0.1196
H -1.99 -3.00 -3.92 0.0865
H -2.57 -2.87 -2.24 0.0907
H -2.92 -1.57 -3.40 0.0472
H -4.33 -5.19 -4.56 0.0935
H -4.90 -5.07 -2.89 0.0862
H -3.16 -5.17 -3.22 0.0856
C 6.65 -0.54 -5.26 -0.3435
O 5.87 -0.27 -4.36 -0.0209
N 6.72 0.13 -6.42 -0.1942
C 7.67 -0.23 -7.46 -0.0488
C 5.83 1.26 -6.64 -0.0353
H 7.37 -1.37 -5.20 0.1401
H 8.33 0.60 -7.67 0.0921
H 7.13 -0.49 -8.38 0.0921
H 8.26 -1.09 -7.15 0.0852
H 5.99 2.01 -5.87 0.0929
H 4.79 0.92 -6.58 0.0911
H 6.01 1.69 -7.62 0.0878
C 3.21 8.53 -0.98 -0.3548
O 3.27 8.04 0.13 -0.0141
N 2.20 8.35 -1.85 -0.1913
C 2.18 8.94 -3.17 -0.0522
C 1.08 7.52 -1.42 -0.0500
H 4.01 9.17 -1.39 0.1339
H 1.32 9.60 -3.27 0.0912
H 2.13 8.16 -3.93 0.0898
H 3.09 9.53 -3.33 0.0838
H 0.63 7.95 -0.53 0.0694
H 1.44 6.52 -1.18 0.0799
H 0.34 7.45 -2.21 0.0917
C -3.87 -9.95 -2.81 -0.3633
O -3.66 -10.41 -3.91 0.0167
N -4.92 -9.18 -2.48 -0.2020
C -5.11 -8.65 -1.15 -0.0604
C -5.90 -8.86 -3.51 -0.0393
H -3.18 -10.12 -1.96 0.1311
H -6.06 -9.02 -0.73 0.0890
H -5.13 -7.56 -1.17 0.0812
H -4.30 -8.97 -0.50 0.0786
H -6.33 -9.79 -3.90 0.0930
H -5.41 -8.34 -4.33 0.0896
H -6.69 -8.24 -3.10 0.0860
C -4.11 -7.13 4.77 -0.3385
O -3.52 -6.19 4.29 -0.0056
N -3.73 -8.41 4.65 -0.1948
C -4.48 -9.50 5.25 -0.0539
C -2.53 -8.71 3.88 -0.0296
H -5.03 -7.01 5.37 0.1349
H -3.84 -10.05 5.95 0.0909
H -4.82 -10.19 4.47 0.0904
H -5.35 -9.12 5.78 0.0830
H -1.67 -8.21 4.33 0.0944
H -2.64 -8.35 2.86 0.0926
H -2.36 -9.78 3.87 0.0867
```

Properties
**2S+1**: 1
**Kohn-Sham gap**: 7.53 eV
**Electronic energy**: -3708.5100 Eh
**Total charge**: +1
**Highest occupied orbital energy**: -10.2 eV

***

(8)
The following is a DFT calculation (ωB97M-V/def2-TZVPD) of 6 unconnected molecules or ions with the total composition C18H36O18 at a distorted geometry.

```
72
Properties=species:S:1:pos:R:3:lowdin_charge:R:1
C -1.91 5.93 0.84 -0.0368
O -1.10 5.14 1.70 0.0102
C -0.03 4.59 1.12 -0.6262
O 0.29 4.75 -0.02 0.1097
O 0.56 3.80 2.01 -0.0013
C 1.70 3.06 1.59 -0.0264
H -1.28 6.55 0.21 0.0964
H -2.49 6.56 1.50 0.0952
H -2.53 5.35 0.16 0.0921
H 1.88 3.11 0.52 0.0937
H 1.56 2.02 1.87 0.0852
H 2.57 3.45 2.12 0.0972
C 4.72 -4.72 -2.24 -0.0230
O 5.40 -4.83 -0.98 0.0040
C 4.62 -5.02 0.08 -0.6378
O 3.46 -5.35 0.02 0.1118
O 5.32 -4.78 1.17 0.0118
C 4.72 -5.17 2.40 -0.0350
H 5.47 -4.35 -2.94 0.0956
H 3.96 -3.94 -2.20 0.0865
H 4.28 -5.68 -2.48 0.0986
H 4.96 -6.20 2.64 0.0998
H 3.65 -4.98 2.40 0.0910
H 5.14 -4.49 3.15 0.0951
C -1.34 -3.90 3.67 -0.0407
O -1.00 -3.97 2.29 -0.0070
C -1.10 -5.18 1.74 -0.6223
O -1.40 -6.18 2.34 0.1263
O -0.93 -5.06 0.43 -0.0035
C -1.13 -6.23 -0.35 -0.0292
H -0.84 -4.67 4.25 0.0964
H -2.42 -3.95 3.80 0.0970
H -0.98 -2.94 4.03 0.0921
H -2.07 -6.16 -0.89 0.0954
H -1.10 -7.13 0.25 0.0914
H -0.29 -6.27 -1.05 0.0949
C 2.01 -2.13 -0.38 -0.0338
O 1.42 -0.96 0.19 0.0096
C 0.66 -0.25 -0.64 -0.6121
O 0.44 -0.48 -1.79 0.1383
O 0.16 0.76 0.06 -0.0127
C -0.91 1.49 -0.52 -0.0371
H 2.80 -2.41 0.32 0.0908
H 2.48 -1.89 -1.33 0.0935
H 1.33 -2.96 -0.43 0.0956
H -1.69 1.74 0.20 0.0858
H -1.47 0.90 -1.25 0.1030
H -0.49 2.40 -0.93 0.0877
C -1.45 1.09 3.41 -0.0353
O -2.09 0.60 2.25 -0.0159
C -2.76 -0.55 2.39 -0.6072
O -3.18 -0.97 3.44 0.1209
O -2.93 -1.10 1.20 0.0255
C -3.70 -2.30 1.17 -0.0296
H -0.84 1.93 3.06 0.0814
H -0.68 0.39 3.74 0.1054
H -2.08 1.44 4.22 0.1006
H -4.68 -2.07 0.76 0.0992
H -3.85 -2.69 2.18 0.0850
H -3.23 -3.05 0.55 0.0910
C -1.25 8.29 -6.25 -0.0393
O -1.82 7.63 -5.12 0.0073
C -1.28 6.47 -4.77 -0.6154
O -0.29 5.97 -5.23 0.1308
O -2.04 5.95 -3.81 0.0085
C -1.52 4.78 -3.20 -0.0514
H -0.95 9.28 -5.91 0.0940
H -1.96 8.36 -7.07 0.0925
H -0.34 7.79 -6.59 0.0882
H -1.44 3.98 -3.93 0.1001
H -2.16 4.47 -2.38 0.0838
H -0.52 4.91 -2.77 0.0932
```

Properties
**2S+1**: 1
**SMILES string**: COC(=O)OC.COC(=O)OC.COC(=O)OC.COC(=O)OC.COC(=O)OC.COC(=O)OC
**Kohn-Sham gap**: 11.36 eV
**Electronic energy**: -2061.8019 Eh
**Total charge**: 0
**Highest occupied orbital energy**: -10.8 eV
**ΔE to the lowest compared entry with this formula, charge and spin**: 40.38 kJ/mol